Here is a 3-piece molecular cluster, C13H26B2F8NO6S2 overall from the Open Molecules 2025 dataset. Energies are from ωB97M-V/def2-TZVPD.

Each line ends with the Mulliken charge.
Element x y z (Å)
N: -1.10090 2.80384 1.14079  -0.71
B: -1.89698 1.81000 0.34350  0.36
O: -2.01269 0.43752 0.84620  -0.39
C: -2.62661 2.17902 -1.07028  0.11
O: -2.57016 3.63583 -1.18174  -0.67
B: -1.42277 3.94895 -2.07926  0.99
O: -1.10894 2.69560 -2.82320  -0.67
C: -1.98518 1.63305 -2.44030  0.02
C: -1.47389 0.12616 -2.51883  0.48
C: -0.12450 -0.08981 -3.32868  -0.94
O: 0.98480 0.64152 -2.76789  -0.29
C: 1.60384 -0.11016 -1.68995  -0.54
C: 3.11518 -0.35862 -2.12791  0.77
F: 3.30783 -0.01948 -3.48787  -0.27
F: 3.31337 -1.77683 -2.08289  -0.36
C: 4.21888 0.25987 -1.16916  0.42
F: 5.47240 0.27509 -1.82899  -0.31
F: 4.36115 -0.55650 -0.04163  -0.28
C: 3.94213 1.74404 -0.65961  0.64
F: 3.24897 1.70524 0.56325  -0.21
F: 5.21806 2.28689 -0.33846  -0.32
C: 3.30374 2.73198 -1.73375  0.29
F: 1.97345 3.01171 -1.35862  -0.18
F: 3.96640 3.99020 -1.68987  -0.32
H: -0.16923 2.85895 0.69327  0.18
H: -0.92867 2.34249 2.04495  0.31
H: -1.14545 0.00535 0.73870  0.24
H: -3.74847 1.94881 -0.98361  -0.02
H: -0.46630 4.28386 -1.41737  -0.38
H: -1.66064 4.84082 -2.84781  -0.32
H: -2.79512 1.68999 -3.25570  0.06
H: -2.28608 -0.48304 -3.04904  0.45
H: -1.33398 -0.37053 -1.49819  -0.49
H: -0.22785 0.21617 -4.42582  0.32
H: 0.06595 -1.22396 -3.35852  0.38
H: 1.03274 -1.07980 -1.47801  0.55
H: 1.48518 0.54496 -0.76593  0.08
H: 3.37430 2.38273 -2.80485  0.12
C: -1.38759 -4.87828 0.89471  -0.71
S: -2.51306 -3.77642 0.01218  0.31
O: -1.69043 -2.69779 -0.60355  -0.42
C: -3.29485 -3.07988 1.48273  -0.66
H: -0.76513 -5.39270 0.16177  0.35
H: -0.75091 -4.30108 1.56749  -0.03
H: -1.96292 -5.61440 1.45913  0.39
H: -2.54102 -2.61198 2.11867  0.03
H: -3.81103 -3.87184 2.02921  0.42
H: -4.01686 -2.32866 1.16369  0.30
C: 0.25302 -0.09833 5.24759  -1.02
S: 0.54754 -1.00278 3.71424  0.35
O: -0.35030 -0.42031 2.67332  -0.46
C: -0.19605 -2.55486 4.26292  -0.70
H: 0.60919 0.92394 5.11671  0.34
H: -0.81481 -0.08271 5.47335  0.29
H: 0.80395 -0.57061 6.06286  0.40
H: -1.23607 -2.38853 4.55005  0.30
H: 0.36924 -2.94977 5.10879  0.42
H: -0.15584 -3.26492 3.43721  -0.01

Computed properties:
Net charge: -1
Spin multiplicity: 1
Highest occupied orbital energy, eV: -2.9
E_tot, eV: -72440.08874
HOMO-LUMO gap, Eh: 0.1731